No. 1
This record from OMol25 describes a molecular structure, C48H44AsN5O7PdSSi in a non-equilibrium geometry. The level of theory is the ωB97M-V functional and the def2-TZVPD basis.

Properties
total energy	-155296.4506	eV
Kohn-Sham gap	6.2	eV

Element x y z (Å)
Pd 0.381 0.667 0.133
C 2.182 -0.168 0.470
Si 3.234 0.347 -0.960
C 2.124 -0.256 -2.346
N 0.744 0.213 -2.037
C 0.509 1.560 -2.683
C -0.633 1.536 -3.686
C -0.363 0.452 -4.722
C -0.291 -0.927 -4.040
C -0.236 -0.802 -2.519
C 4.897 -0.532 -1.034
C 4.948 -1.902 -1.310
C 6.153 -2.583 -1.369
C 7.342 -1.902 -1.148
C 7.315 -0.548 -0.856
C 6.104 0.127 -0.799
C 3.478 2.197 -1.011
C 2.901 3.046 -0.069
C 3.050 4.424 -0.158
C 3.794 4.975 -1.189
C 4.397 4.145 -2.128
C 4.237 2.772 -2.036
H 2.615 0.110 1.432
H 1.965 -1.241 0.465
H 2.131 -1.348 -2.340
H 2.424 0.047 -3.353
H 1.427 1.845 -3.203
H 0.348 2.319 -1.914
H -0.697 2.521 -4.152
H -1.587 1.357 -3.183
H 0.591 0.678 -5.209
H -1.122 0.459 -5.504
H 0.560 -1.496 -4.420
H -1.186 -1.510 -4.263
H 0.057 -1.751 -2.067
H -1.212 -0.562 -2.121
H 4.030 -2.456 -1.479
H 6.166 -3.644 -1.586
H 8.287 -2.428 -1.202
H 8.239 -0.014 -0.672
H 6.100 1.186 -0.566
H 2.333 2.633 0.760
H 2.577 5.063 0.576
H 3.910 6.049 -1.263
H 4.989 4.570 -2.928
H 4.711 2.137 -2.779
C -2.896 -0.588 6.119
C -2.455 -1.751 5.504
C -1.479 -1.696 4.520
C -0.925 -0.473 4.161
C -1.364 0.691 4.784
C -2.349 0.634 5.759
As 0.396 -0.355 2.733
C 1.696 -1.651 3.318
C 1.659 -3.017 3.084
C 2.686 -3.814 3.570
C 3.738 -3.240 4.271
C 3.783 -1.873 4.488
C 2.761 -1.062 4.006
C 2.694 0.406 4.115
C 3.656 1.205 4.726
C 3.501 2.582 4.737
C 2.393 3.165 4.139
C 1.428 2.376 3.527
C 1.574 0.997 3.515
H -3.667 -0.637 6.877
H -2.881 -2.707 5.779
H -1.163 -2.609 4.034
H -0.939 1.651 4.515
H -2.684 1.545 6.238
H 0.843 -3.460 2.525
H 2.667 -4.882 3.399
H 4.539 -3.866 4.643
H 4.617 -1.443 5.026
H 4.525 0.759 5.191
H 4.249 3.204 5.210
H 2.279 4.242 4.145
H 0.576 2.841 3.053
O -5.098 5.565 -0.097
N -5.466 4.505 -0.572
O -6.579 4.293 -1.014
C -4.504 3.417 -0.609
C -4.892 2.178 -1.104
C -3.986 1.144 -1.124
C -2.671 1.241 -0.569
O -1.845 0.302 -0.434
C -2.376 2.567 -0.130
C -3.217 3.643 -0.133
N -1.092 2.681 0.563
O -0.267 3.513 0.236
O -1.068 2.115 1.666
N -4.399 -0.099 -1.770
O -3.567 -0.673 -2.443
O -5.554 -0.450 -1.631
H -5.890 2.035 -1.489
H -2.919 4.615 0.232
S -2.793 -2.130 1.528
C -3.837 -0.949 2.054
N -3.412 0.349 2.136
C -4.151 1.390 2.579
C -5.435 1.203 2.977
C -5.957 -0.111 2.900
C -5.194 -1.145 2.454
H -2.454 0.520 1.847
H -3.647 2.346 2.582
H -6.026 2.033 3.331
H -6.982 -0.294 3.195
H -5.581 -2.151 2.384

***

No. 2
This record from OMol25 describes a molecular structure, C48H44ClCoIN6O2Si. The level of theory is the ωB97M-V functional and the def2-TZVPD basis.

Properties
total energy	-129655.8154	eV
spin multiplicity	2
Kohn-Sham gap (alpha / beta)	3.7 / 3.7	eV
charge	-2

Element x y z (Å)
Co -1.144 1.218 0.874
Cl -5.244 6.866 0.529
C -4.106 5.643 1.067
C -3.647 5.668 2.361
C -2.705 4.748 2.813
I -1.994 4.860 4.769
C -2.140 3.756 1.978
O -1.197 2.988 2.274
C -2.764 3.675 0.656
N -2.376 2.618 -0.093
C -2.761 2.535 -1.342
C -3.599 3.490 -1.936
C -4.074 4.525 -1.178
C -3.674 4.642 0.171
H -4.017 6.428 3.037
H -2.430 1.660 -1.893
H -3.882 3.375 -2.975
H -4.746 5.263 -1.598
C 0.328 0.251 1.610
C 1.384 -0.293 1.910
C 2.634 -0.934 2.171
C 3.211 -0.766 3.480
C 4.582 -0.952 3.790
C 5.083 -0.760 5.067
C 4.263 -0.358 6.116
C 2.919 -0.121 5.829
C 2.411 -0.309 4.560
C 3.189 -1.710 1.101
C 4.213 -2.689 1.227
C 4.664 -3.430 0.148
C 4.134 -3.269 -1.129
C 3.103 -2.342 -1.276
C 2.646 -1.593 -0.211
H 5.272 -1.206 2.996
H 6.145 -0.909 5.241
H 4.661 -0.211 7.114
H 2.255 0.225 6.616
H 1.370 -0.088 4.355
H 4.622 -2.903 2.204
H 5.442 -4.171 0.314
H 4.492 -3.858 -1.967
H 2.635 -2.208 -2.251
H 1.831 -0.898 -0.348
N 3.431 0.061 -4.262
C 4.557 0.285 -5.020
C 5.246 -0.497 -5.939
C 6.361 0.072 -6.531
C 6.770 1.376 -6.218
C 6.080 2.146 -5.301
C 4.958 1.589 -4.689
N 4.109 2.126 -3.742
C 3.224 1.191 -3.507
C 2.118 1.283 -2.552
C 2.131 2.260 -1.559
C 1.119 2.263 -0.617
N 0.103 1.396 -0.649
C 0.064 0.483 -1.619
C 1.057 0.389 -2.580
H 2.963 -0.818 -4.127
H 4.932 -1.506 -6.179
H 6.932 -0.506 -7.248
H 7.651 1.782 -6.703
H 6.394 3.152 -5.050
H 2.952 2.961 -1.494
H 1.120 2.950 0.224
H -0.775 -0.210 -1.578
H 0.978 -0.398 -3.321
C -3.846 -2.517 3.524
N -2.909 -1.427 3.473
C -1.651 -1.576 4.178
C -3.099 -0.383 2.647
O -2.289 0.520 2.522
H -4.174 -2.701 4.552
H -3.393 -3.433 3.131
H -4.717 -2.279 2.914
H -1.834 -1.720 5.247
H -1.052 -0.682 4.015
H -1.099 -2.437 3.789
H -4.039 -0.437 2.087
C -5.105 0.923 0.143
Si -4.220 -0.492 -0.768
C -4.502 -0.157 -2.635
C -5.303 -2.021 -0.417
N -2.628 -0.699 -0.226
C -2.012 -1.919 -0.420
C -1.094 -2.428 0.531
C -0.461 -3.644 0.360
C -0.699 -4.432 -0.764
C -1.567 -3.947 -1.730
C -2.195 -2.718 -1.573
H -6.021 0.535 0.601
H -5.400 1.728 -0.537
H -4.503 1.374 0.933
H -5.423 0.416 -2.795
H -4.598 -1.099 -3.186
H -3.678 0.399 -3.091
H -6.190 -2.044 -1.058
H -5.648 -2.014 0.621
H -4.743 -2.946 -0.578
H -0.846 -1.801 1.376
H 0.258 -3.970 1.106
H -0.187 -5.379 -0.897
H -1.750 -4.524 -2.633
H -2.845 -2.352 -2.364

***

Q: Which value of total energy does entry 1 give?
A: -155296.4506 eV

***

Q: Look up the total energy of the first one.
A: -155296.4506 eV

***

Q: Which value of total energy does entry 2 give?
A: -129655.8154 eV